Entry from OMol25: a 8-piece molecular cluster, C29H73N3O5 overall (ωB97M-V/def2-TZVPD).

The calculation puts the HOMO energy at -0.3116 Eh. Its frontier orbital gap is 9.101 eV. The value obtained for the largest force on an atom is 3.49 eV/Å. Its structure (SMILES) is CCN(CC)CC.CCN(CC)CC.CCN(CC)CC.C1CCOC1.C1CCOC1.CO.CO.CO. The energy relative to the best compared isomer or geometry (same formula, charge and spin) is 3.132 eV.

Geometry as XYZ:
```
110
Properties=species:S:1:pos:R:3:forces:R:3
C 0.415 0.656 -2.811 -0.151 0.332 0.365
C -0.787 0.857 -1.904 -1.115 -0.925 0.047
N -0.724 0.227 -0.564 2.278 1.197 -1.648
C 0.315 0.870 0.237 0.818 0.560 -0.707
C 0.863 0.043 1.329 0.107 -1.135 1.792
C -1.976 0.219 0.118 1.255 0.405 0.341
C -2.959 -0.616 -0.577 -1.729 -1.377 0.083
H 0.683 -0.400 -2.850 0.055 0.063 -0.150
H 1.277 1.245 -2.499 0.088 -0.119 0.106
H 0.138 1.042 -3.792 0.059 -0.275 -0.157
H -1.137 1.889 -1.927 0.446 0.720 0.605
H -1.652 0.399 -2.383 0.140 -0.434 -0.247
H 1.190 1.154 -0.347 -0.106 -0.451 -0.758
H 0.092 1.866 0.619 -1.033 0.246 0.323
H 1.359 -0.881 1.034 0.141 0.119 -0.479
H 1.554 0.608 1.956 0.193 0.134 -0.161
H 0.117 -0.306 2.043 -0.335 0.150 0.009
H -2.250 1.255 0.317 -0.605 0.153 0.309
H -1.706 -0.323 1.024 -0.583 0.403 0.568
H -3.417 -0.312 -1.517 0.389 0.316 -0.022
H -3.798 -0.779 0.100 -0.268 -0.010 0.065
H -2.505 -1.601 -0.687 -0.027 -0.090 -0.365
C 6.494 -0.551 0.181 0.469 -1.085 0.486
C 7.188 -0.227 -1.109 -1.371 1.146 0.789
N 7.157 1.221 -1.292 1.003 0.931 -1.926
C 5.790 1.826 -1.451 0.183 -0.017 0.314
C 4.832 1.062 -2.350 -0.382 -0.387 0.362
C 8.094 1.493 -2.412 0.268 1.055 0.851
C 8.459 2.973 -2.524 -0.262 0.050 0.576
H 5.426 -0.335 0.224 0.032 -0.423 -0.078
H 6.972 -0.089 1.045 0.049 0.480 -0.205
H 6.796 -1.593 0.287 -1.107 -0.498 0.500
H 8.179 -0.660 -0.974 0.333 0.691 -0.503
H 6.707 -0.708 -1.961 0.008 -0.489 -0.102
H 5.455 1.968 -0.423 -0.589 -0.523 0.021
H 5.728 2.857 -1.800 1.227 0.112 -0.167
H 5.159 1.021 -3.389 0.561 -0.529 0.129
H 4.681 0.095 -1.869 -0.133 -0.357 -0.727
H 3.839 1.490 -2.492 -0.052 0.436 0.647
H 7.782 1.135 -3.393 -0.324 -0.340 -0.147
H 9.000 0.964 -2.118 0.070 -0.132 -0.314
H 9.222 3.168 -3.277 -0.224 -0.055 -0.185
H 8.854 3.333 -1.574 0.120 -0.141 0.119
H 7.566 3.577 -2.684 0.094 0.072 -0.432
C -0.552 1.686 6.039 0.952 -0.787 0.167
C 0.017 0.677 4.986 -1.600 1.241 0.514
N 1.080 -0.143 5.550 0.714 0.461 -1.011
C 2.313 0.675 5.818 0.857 -2.218 0.500
C 3.351 -0.230 6.610 -0.857 0.485 -1.191
C 1.367 -1.387 4.767 -0.078 -0.739 0.622
C 0.106 -2.161 4.452 -0.751 0.110 0.586
H -1.515 2.136 5.799 0.234 0.095 -0.432
H 0.238 2.426 6.168 -0.444 0.445 0.144
H -0.681 1.205 7.008 0.033 -0.208 0.014
H -0.839 0.135 4.583 0.233 -0.716 0.407
H 0.242 1.322 4.137 0.941 -0.027 -0.403
H 2.777 1.087 4.922 -0.077 -0.071 -0.454
H 2.181 1.521 6.493 -0.804 -0.142 -0.086
H 2.728 -0.758 7.332 0.476 0.463 0.774
H 3.845 -1.043 6.080 -0.164 0.226 -0.644
H 4.157 0.431 6.928 -0.220 -0.206 0.773
H 1.965 -2.062 5.380 0.248 0.363 0.201
H 1.875 -1.343 3.803 0.541 0.994 -0.078
H -0.359 -1.694 3.583 -0.530 -0.340 0.197
H -0.514 -2.147 5.348 -0.531 0.440 -0.143
H 0.190 -3.237 4.297 0.748 0.099 -0.453
C -3.376 2.535 2.757 -1.855 -0.230 -0.890
O -2.721 3.597 2.122 1.530 -0.213 -0.507
H -3.442 1.612 2.181 1.378 -0.018 -0.542
H -3.041 2.238 3.751 -0.221 0.553 0.194
H -4.424 2.767 2.568 -0.675 0.089 1.610
H -2.932 4.439 2.532 -0.175 -0.229 0.193
C -3.734 1.005 -4.897 -0.796 0.027 -1.527
O -4.610 1.859 -5.722 0.759 -0.301 1.318
H -3.524 1.409 -3.906 -0.324 0.416 -0.241
H -4.240 0.044 -4.805 0.109 -0.091 0.255
H -2.794 0.833 -5.422 0.128 0.079 0.120
H -4.380 1.734 -6.646 0.162 -0.106 0.083
C 0.502 3.716 -5.832 0.611 -0.726 0.698
O -0.636 3.969 -6.603 -0.185 -0.098 -0.504
H 1.429 3.450 -6.341 0.133 0.767 -0.913
H 0.688 4.529 -5.131 0.127 -0.180 0.217
H 0.384 2.758 -5.324 -0.716 0.249 0.551
H -0.613 4.879 -6.906 0.027 -0.019 -0.057
C -4.031 -2.993 -3.894 0.656 -1.336 0.671
C -4.977 -4.083 -4.398 0.291 -0.160 -1.967
C -4.663 -3.962 -5.984 -0.110 1.383 2.289
O -3.407 -3.242 -6.043 1.051 0.137 -1.181
C -2.748 -3.082 -4.768 -3.180 -1.428 0.129
H -3.791 -3.203 -2.852 -0.215 0.742 0.267
H -4.564 -2.070 -4.123 0.436 0.330 0.587
H -6.013 -3.921 -4.102 -0.080 0.518 -0.427
H -4.838 -5.111 -4.062 0.833 0.057 0.121
H -5.325 -3.228 -6.444 -0.516 -0.531 -0.152
H -4.689 -4.923 -6.496 0.432 0.120 -0.063
H -2.110 -2.210 -4.616 -0.056 0.000 -0.840
H -2.228 -4.029 -4.621 0.457 0.185 0.612
C -5.403 -1.341 3.337 -0.953 0.141 1.512
C -4.010 -1.789 3.517 1.901 -0.622 -0.857
C -3.983 -3.186 2.771 0.102 1.571 0.623
O -5.333 -3.548 2.613 -0.953 -0.217 0.770
C -6.156 -2.659 3.394 -0.145 0.168 -1.667
H -5.543 -0.772 2.418 -0.250 -0.149 0.056
H -5.675 -0.779 4.230 -0.307 0.602 -0.332
H -3.701 -1.861 4.560 -0.310 -0.375 0.113
H -3.299 -1.071 3.108 0.160 -0.084 -0.313
H -3.427 -3.871 3.411 0.075 -0.415 -0.422
H -3.618 -3.089 1.748 0.651 -0.181 0.207
H -6.343 -3.017 4.407 0.246 -0.079 0.129
H -7.103 -2.562 2.864 -0.144 -0.298 0.145
```
Forces are in eV/Å.

Mulliken atomic charge list, values in e, 6 entries:
1 C -1.37
2 C 0.00
3 N 0.18
4 C -0.38
5 C -0.71
6 C 0.08